Entry 1:
86
Properties=species:S:1:pos:R:3:forces:R:3:lowdin_charge:R:1 method="wB97M-V/def2-TZVPD" homo_ev="-11.864 / -11.864" total_charge=+1 gap_ev="8.974 / 3.643" multiplicity=2 s_squared=0.765 molar_mass_g_mol=806.2 e_tot_ev=-150206.7403
C -2.438687 -3.886781 3.736809 -1.013 -2.144 0.068 -0.1316
C -2.120477 -5.338361 3.216709 -1.228 1.112 1.264 -0.1121
O -1.001847 -5.103331 2.413279 0.827 0.081 -0.754 0.0852
C -0.990057 -3.827241 2.040799 0.705 1.523 -1.260 -0.5613
O -0.296737 -3.353011 1.166099 -0.732 -0.708 0.965 0.1159
O -1.883297 -3.062711 2.741719 1.053 -0.590 -0.442 -0.0075
H -1.993187 -3.792951 4.727169 -0.067 0.754 -0.161 0.0784
H -3.521387 -3.767281 3.697079 0.116 0.306 0.524 0.1181
H -2.959957 -5.697201 2.621229 0.223 -0.278 -0.037 0.0911
H -1.878347 -5.998921 4.049249 0.046 -0.099 -0.307 0.1357
C -1.647397 2.451879 -3.483181 -1.493 -2.835 -2.971 -0.1083
C -2.939947 2.495649 -4.449851 0.871 0.337 0.001 -0.0559
O -3.765657 3.384019 -3.723171 0.013 2.165 1.258 0.0738
C -3.014407 4.103909 -2.845651 -2.074 -1.469 1.134 -0.5328
O -3.379547 4.942639 -2.060051 0.012 0.320 -0.897 0.1386
O -1.839277 3.527079 -2.681761 1.405 1.627 1.116 0.0336
H -0.668697 2.471439 -3.962621 -0.271 0.080 -0.094 0.1253
H -1.820227 1.501949 -2.977351 0.674 0.067 0.624 0.1243
H -3.512837 1.572019 -4.532381 0.517 -0.125 0.035 0.1373
H -2.839217 2.960249 -5.430721 0.552 -0.331 -0.099 0.1317
C 2.507253 2.212169 -0.682921 1.547 0.352 -1.062 -0.1393
C 3.435553 3.318409 -0.188261 0.249 -0.045 1.063 -0.1201
O 3.772553 4.120059 -1.321321 -0.876 -0.288 0.079 0.0549
C 3.419503 3.467119 -2.447791 1.215 -0.552 -0.943 -0.5322
O 3.689693 3.900629 -3.543111 -1.174 -1.206 1.585 0.1520
O 2.885433 2.206479 -2.120131 -0.583 1.658 0.064 0.0111
H 1.459623 2.417379 -0.462781 -0.036 -0.097 -0.695 0.0622
H 2.802093 1.240099 -0.287641 -0.336 0.172 -0.019 0.0413
H 4.350153 2.908239 0.239949 0.107 -0.019 -0.152 0.1359
H 2.996663 3.953279 0.581419 -0.061 0.011 -0.138 0.1133
C 0.407813 5.678759 -1.609311 -0.430 0.555 1.014 0.1023
C 0.004943 5.166009 -0.218981 -1.525 -0.760 -2.061 -0.3911
O 0.858623 5.062109 0.659239 0.705 0.184 1.080 0.2873
N -1.218577 4.662189 -0.034181 0.574 -0.522 1.695 0.1519
C -1.729367 4.177819 1.268849 -0.543 0.451 0.310 0.0063
H 1.263743 5.052429 -1.860701 -0.022 0.433 -0.523 0.0920
H 0.629713 6.742309 -1.521411 0.680 -0.115 0.104 0.1153
H -0.431127 5.664569 -2.305071 0.073 -0.698 0.122 0.0953
H -1.952947 4.923069 -0.676641 -0.452 0.195 -0.859 0.1086
H -2.642287 3.595469 1.144199 0.006 0.233 -0.540 0.0940
H -1.981587 5.077439 1.830249 -0.152 -0.050 0.232 0.1116
H -1.105967 3.553889 1.909309 0.825 0.170 -0.642 0.0722
C 0.878553 -0.020381 -4.058911 -0.534 -0.225 0.026 0.0105
C 0.595133 -1.131841 -3.088501 -1.930 0.281 1.449 -0.5600
O -0.419637 -1.160611 -2.367311 0.296 0.585 -0.684 -0.0043
N 1.501663 -2.073161 -3.017261 2.035 -0.177 -1.559 0.0096
C 1.539783 -3.183611 -2.109471 -0.594 0.477 0.509 -0.0485
H 0.049733 -0.058841 -4.765781 -0.007 0.313 -0.100 0.0932
H 1.804433 -0.154891 -4.618171 0.006 0.230 0.166 0.0882
H 0.849713 0.903779 -3.481691 0.215 0.066 -0.323 0.0590
H 2.341963 -1.787871 -3.499561 0.151 -0.698 0.017 0.1329
H 2.147323 -2.830281 -1.276311 -0.034 -0.795 0.328 0.0400
H 1.911053 -4.095071 -2.577961 0.149 0.230 0.061 0.0938
H 0.506633 -3.325171 -1.792191 0.181 -0.192 0.254 0.0849
Cl 4.782323 -3.754281 -0.648231 0.354 0.871 0.132 0.5636
C 5.626193 -2.166211 -0.478271 0.307 0.367 0.319 -0.6352
C 4.747343 -0.953811 -0.563261 -0.886 -0.009 -0.758 -0.6460
Cl 3.570583 -0.939531 0.772719 -0.225 0.003 0.138 0.6073
H 6.373723 -2.095791 -1.268421 0.065 -0.209 0.173 0.0797
H 6.068523 -2.055711 0.511799 0.368 -0.841 -0.113 0.0715
H 4.200033 -0.937141 -1.505741 -0.197 0.032 0.070 0.0628
H 5.288983 -0.010501 -0.493261 0.360 -0.292 0.039 0.0778
Cl -4.995597 -4.471901 1.099229 0.206 0.797 -0.247 0.5680
C -4.323937 -2.980331 0.311399 1.397 -0.522 -0.635 -0.6024
C -3.342107 -3.353761 -0.814051 -0.331 -0.228 -0.154 -0.6581
Cl -4.251587 -4.064911 -2.178891 0.124 0.062 -0.177 0.5469
H -3.703027 -2.428051 1.016789 -0.509 -0.004 0.445 0.0319
H -5.128227 -2.372381 -0.102861 -0.028 -0.195 0.299 0.0725
H -2.555107 -4.068271 -0.572781 -0.360 -0.153 0.509 0.0623
H -2.778837 -2.495751 -1.181001 -0.412 0.304 -0.068 0.0515
Cl 0.665353 1.184639 1.680039 0.240 0.343 0.414 0.5709
C -0.012107 -0.380911 1.066879 -0.216 1.423 0.244 -0.5867
C -1.374447 -0.068631 0.468379 0.713 -1.371 0.553 -0.6529
Cl -2.620117 0.373309 1.665719 0.119 0.244 -0.012 0.5759
H -0.002207 -1.011901 1.955619 -0.160 -0.208 -0.588 0.0123
H 0.650793 -0.676301 0.253619 -0.075 -0.390 0.279 0.0471
H -1.644457 -1.060131 0.104909 -0.437 0.379 -0.657 0.0411
H -1.272307 0.712469 -0.284981 -0.298 -0.340 -0.051 0.0569
Cl 0.550013 -1.757031 4.586819 0.054 0.042 0.278 0.5878
C 0.865033 -1.455241 6.337409 0.979 -0.495 -0.263 -0.6373
C 0.135223 -2.428811 7.213069 0.384 0.152 -0.804 -0.6873
Cl -1.566257 -2.162721 6.972839 -1.274 -0.123 0.581 0.6028
H 0.666633 -0.398401 6.515829 0.079 -0.262 0.164 0.0759
H 1.896513 -1.762281 6.510199 0.330 0.776 -0.299 0.0738
H 0.477233 -2.301831 8.240209 -0.414 -0.015 0.057 0.0889
H 0.389213 -3.422881 6.845079 -0.118 -0.091 0.311 0.0727

***

Entry 2:
81
Properties=species:S:1:pos:R:3:forces:R:3:lowdin_charge:R:1 method="wB97M-V/def2-TZVPD" homo_ev=-12.255 total_charge=+1 gap_ev=8.109 molar_mass_g_mol=723.7 e_tot_ev=-96700.5230
C -3.255525 3.211520 -1.574025 0.353 -0.293 0.081 -0.1346
C -3.211664 1.581416 -1.945351 0.463 1.342 0.656 -0.2092
C -2.228852 0.838306 -0.783793 -1.716 1.248 -1.005 -0.1667
C -1.729438 -0.580801 -1.375943 -2.724 0.695 -0.985 -0.2350
C -3.104268 -1.503477 -1.122333 -0.436 -1.328 0.049 -0.0543
C -0.308125 -1.284411 -1.059848 0.571 -0.885 -1.326 -0.2456
C 0.078382 -2.036636 -2.495140 2.083 -1.500 -0.364 -0.1647
O -1.032066 -2.643735 -3.231251 1.463 -1.391 4.986 -0.2106
O -1.214250 -2.113241 -4.404750 -0.075 2.564 -5.204 -0.0498
C 0.892298 -0.287353 -0.432385 -0.201 -0.075 -0.847 -0.1982
C 0.979936 0.876887 -1.547782 -2.403 2.704 -1.935 -0.1151
O 2.268246 1.236848 -2.148543 -1.099 0.788 -0.195 -0.3721
C 2.131504 2.077562 -3.344204 0.349 1.249 -0.878 -0.2165
C 3.651567 2.433107 -3.934614 -1.217 1.175 1.177 -0.0846
C 2.358907 -0.970410 -0.240448 0.053 -0.149 2.042 -0.4506
Cl 3.135939 -1.832003 -1.743011 -1.583 -0.479 0.750 0.7129
C 3.695391 -0.169662 0.140704 3.344 -1.558 -0.537 -0.7431
C 4.825214 -1.394201 0.446489 1.437 0.294 0.862 -0.1923
Cl 3.939124 0.928328 1.553192 -1.059 -0.252 -0.687 0.6699
C 0.456790 0.120294 1.133491 2.630 -0.002 1.429 -0.1033
C 0.170049 1.674275 1.524157 0.019 0.592 2.600 -0.1604
C 1.246565 2.830859 1.178414 -0.192 2.139 -0.864 -0.1884
C 0.369821 4.167974 0.685568 -0.084 -0.470 1.388 -0.1103
F -0.448198 4.570774 1.890184 1.512 -0.792 -2.395 -0.1531
C -0.452528 -0.982095 1.992797 -0.368 1.658 2.797 -0.2789
B -1.845033 -0.321899 2.677070 -3.143 1.087 0.887 -0.3873
O -1.871997 0.664948 3.772480 0.651 -0.026 -3.187 0.0162
O -3.223762 -0.763966 2.252587 3.139 2.057 1.472 -0.0834
C -4.256053 0.072928 2.876891 -2.271 0.354 0.433 -0.1056
C 0.410903 -1.646560 3.271615 0.862 -1.268 -1.224 -0.5417
Cl 1.059986 -0.434020 4.499059 -0.436 -0.509 -1.231 0.6291
C -0.308129 -2.839298 4.086784 0.675 -1.285 1.721 -0.2412
C -0.143535 -4.363316 3.486597 -1.216 -0.591 -0.346 -0.1155
O -1.003713 -2.132779 1.395773 0.553 -1.657 -2.155 -0.2459
S -0.411328 -2.837608 0.053474 -1.143 -7.403 -2.737 0.8605
O 0.856671 -3.713738 0.129941 -1.978 4.629 0.883 -0.3425
O -1.404789 -3.934694 -0.512780 2.234 5.510 2.359 -0.3018
H -3.768363 3.376073 -0.526928 0.864 -0.223 -2.198 0.0872
H -3.775144 3.843190 -2.426104 0.890 -1.387 1.910 0.0879
H -2.149679 3.633576 -1.470180 -2.222 -0.924 -0.303 0.0524
H -2.724401 1.537709 -3.013917 -1.077 -0.334 2.004 0.1133
H -4.306670 1.170239 -1.911312 2.242 0.688 -0.351 0.1097
H -1.472523 1.697414 -0.661906 -0.844 -1.808 0.333 0.0607
H -2.996274 0.712691 0.122812 2.272 0.251 -1.585 0.1338
H -1.743584 -0.341759 -2.553910 0.423 -0.933 2.575 0.1415
H -3.147594 -1.975136 -0.045962 0.311 1.124 -2.109 0.0865
H -4.100900 -0.890261 -1.229817 2.304 -0.790 0.100 0.0915
H -3.205285 -2.399173 -1.871447 0.507 1.812 1.444 0.0990
H 0.757424 -3.008574 -2.330539 -1.299 2.399 0.179 0.1268
H 0.680414 -1.355832 -3.231678 -1.312 -0.927 1.465 0.1261
H -0.504928 -2.417546 -5.044008 -0.848 -0.076 1.105 0.1408
H 0.552884 1.948443 -1.236858 0.688 -2.559 0.028 0.1347
H 0.344714 0.684135 -2.548486 0.886 -0.295 2.607 0.1469
H 1.503016 1.561973 -4.190962 1.029 0.788 1.788 0.1483
H 1.643862 3.096763 -3.034075 0.728 -1.924 -0.673 0.1495
H 4.149847 3.187480 -3.155610 -0.883 -1.792 -1.857 0.1157
H 3.524877 2.985239 -4.966508 0.446 -1.392 2.034 0.1221
H 4.321993 1.456123 -4.063582 -0.831 1.987 -0.699 0.0429
H 2.252288 -1.723238 0.686791 0.230 1.075 -2.685 0.1296
H 4.233064 0.359883 -0.792920 -1.493 -0.530 2.665 0.0291
H 5.594817 -1.497410 -0.455198 -1.972 -0.105 1.864 0.0830
H 5.527999 -1.103953 1.367692 -1.809 -0.387 -2.023 0.0861
H 4.316767 -2.397483 0.756433 0.924 1.784 -0.937 0.0927
H 1.470622 -0.026138 1.772640 -2.009 0.396 -1.724 0.0954
H -0.893406 2.103770 1.335073 1.825 -1.082 -0.091 0.1077
H 0.255552 1.694155 2.725861 -0.463 -0.494 -2.700 0.1259
H 2.017359 2.618364 0.331265 -1.440 0.148 1.448 0.0785
H 1.885893 3.231744 2.104020 -1.559 -1.239 -1.937 0.1348
H -0.420444 3.911490 -0.146281 1.644 0.592 1.591 0.0932
H 1.042471 5.091011 0.436550 -1.369 -1.820 0.413 0.1309
H -1.948966 1.612504 3.414070 0.155 -2.058 0.906 0.1322
H -4.146975 1.236226 2.629569 0.032 -2.567 0.694 0.1143
H -5.327686 -0.218213 2.437779 2.569 0.331 0.708 0.1201
H -4.332923 -0.133898 4.042595 0.401 0.703 -2.538 0.1253
H 1.367670 -2.125617 2.739399 -1.898 0.988 1.258 0.1279
H -1.437098 -2.717867 4.355452 2.042 0.352 -0.753 0.1320
H 0.250943 -2.883552 5.144711 -1.248 0.410 -2.401 0.1161
H 0.613122 -4.470603 2.605187 -1.407 0.355 1.626 0.0656
H -1.230044 -4.675833 3.103479 2.551 0.527 0.540 0.0982
H 0.134842 -5.175171 4.309747 -0.496 2.071 -1.609 0.0943
Ag 4.116399 0.286936 -2.664002 1.469 -1.308 -0.584 0.6836

***

Entry 3:
78
Properties=species:S:1:pos:R:3:forces:R:3:lowdin_charge:R:1 method="wB97M-V/def2-TZVPD" homo_ev="-14.585 / -14.585" total_charge=+3 gap_ev="4.636 / 4.241" multiplicity=3 s_squared=2.038 molar_mass_g_mol=743.5 e_tot_ev=-263339.2942
V 10.724765 14.128484 7.441315 -1.175 2.877 0.147 0.1951
C 11.459061 15.714744 11.624602 0.855 0.122 -0.351 0.0369
C 11.306035 15.539591 10.151451 -0.914 -1.587 -0.524 -0.1874
N 10.829074 14.463845 9.518982 -0.273 0.854 0.781 -0.0490
N 10.100075 13.524590 10.260921 1.232 -0.771 1.602 0.0126
C 8.969139 12.974337 9.765479 -0.667 -0.903 -0.047 -0.7639
N 8.277245 12.097343 10.513443 1.529 0.993 0.369 0.1663
S 8.472979 13.322799 8.180880 0.344 0.489 -0.158 0.7439
C 11.609922 16.611837 9.218383 0.580 1.406 -1.881 -0.2163
C 12.077052 17.925430 9.516910 0.011 -1.186 1.047 0.0509
C 12.268359 18.878318 8.515535 -0.200 -0.150 -0.504 0.0281
C 11.979158 18.484373 7.195757 0.704 1.116 0.721 0.0107
C 11.543297 17.206401 6.967536 -0.702 -1.258 -0.780 -0.1596
N 11.323553 16.275303 7.916124 0.414 0.738 0.120 -0.0608
H 12.028339 14.862758 12.034106 -0.286 0.328 0.016 0.1168
H 10.498862 15.791131 12.117103 -0.317 -0.074 0.187 0.1138
H 12.035753 16.642852 11.816450 -0.433 -0.734 0.065 0.0976
H 10.615940 13.027428 11.008186 -0.543 0.564 -0.413 0.1885
H 8.584063 11.866412 11.459902 -0.385 0.096 -0.368 0.1478
H 7.419303 11.698620 10.178306 -0.154 -0.095 -0.190 0.1284
H 12.324385 18.149824 10.571415 -0.197 0.070 -0.850 0.1325
H 12.633060 19.895588 8.747170 -0.260 -0.753 -0.104 0.1504
H 12.126990 19.156388 6.342987 -0.121 -0.216 0.439 0.1448
H 11.288499 16.887295 5.943035 0.177 0.168 0.572 0.0971
C 14.450419 15.406173 7.765757 -0.824 0.387 0.686 -0.2449
As 13.223947 14.230186 6.788882 2.187 -0.015 -0.623 1.1191
C 13.766670 14.904564 5.026292 -1.213 -0.088 -0.670 -0.2431
C 14.392692 12.667307 7.053738 0.162 -0.165 0.173 -0.3426
C 14.065512 11.278703 6.470949 0.216 0.272 0.251 -0.6448
C 13.851935 11.389807 4.947297 0.251 -0.542 0.264 -0.0452
C 12.825578 10.750746 7.192309 0.544 0.312 -0.114 -0.3118
As 11.121566 11.765328 7.125500 0.647 -3.785 -0.684 1.0546
C 10.345371 11.212713 5.404330 -0.145 0.811 -0.406 -0.2291
C 10.305632 10.320907 8.134463 -0.927 0.246 1.094 -0.2744
C 15.332008 10.436447 6.836683 -0.134 0.088 -0.169 -0.3823
As 15.707684 8.518387 6.400172 -1.128 -0.303 0.251 1.1705
C 14.419920 8.109947 4.940971 0.228 0.046 -0.157 -0.3489
C 14.557586 7.744003 7.851830 0.314 -0.246 -0.327 -0.3359
H 15.491523 15.101410 7.624312 -0.313 -0.016 -0.120 0.0626
H 14.190564 15.347150 8.829243 0.320 0.091 -0.096 0.0301
H 14.298114 16.438720 7.425794 0.147 -0.265 0.109 0.0342
H 14.713580 14.459597 4.705620 -0.198 0.024 0.242 0.0565
H 13.865641 15.994214 5.102001 -0.004 -0.291 -0.056 0.0350
H 12.972501 14.668306 4.283545 0.682 0.201 0.325 0.0442
H 14.460099 12.602013 8.154570 0.091 -0.065 -0.301 0.0939
H 15.385466 12.990257 6.693563 -0.448 0.050 0.089 0.0981
H 13.125478 12.163876 4.718271 -0.165 0.296 -0.099 0.0425
H 13.455262 10.456112 4.510819 0.396 0.434 0.216 0.0732
H 14.807327 11.653549 4.463390 -0.418 -0.153 0.036 0.1115
H 12.997170 10.645851 8.271092 0.199 0.102 -0.115 0.0898
H 12.594267 9.745520 6.843661 -0.298 0.063 -0.154 0.0635
H 10.636605 10.194481 5.127272 0.161 0.205 0.341 0.0606
H 10.651354 11.903087 4.604942 -0.174 -0.274 0.179 0.0357
H 9.256752 11.255384 5.516859 0.177 0.035 -0.063 0.0439
H 10.404986 9.374961 7.594450 0.118 0.318 -0.065 0.0612
H 9.239572 10.548448 8.254128 0.207 -0.269 -0.002 0.0102
H 10.752582 10.197092 9.138709 -0.133 0.128 -0.511 0.0547
H 15.476444 10.456483 7.928331 -0.035 0.090 -0.216 0.0688
H 16.200717 10.946000 6.405108 -0.130 0.102 0.051 0.0599
H 14.717819 8.607896 4.002916 -0.090 -0.360 0.355 0.0261
H 13.385384 8.374371 5.181031 0.138 0.002 0.049 -0.0017
H 14.452963 7.019805 4.808785 0.073 0.321 -0.091 0.0318
H 14.854508 8.196923 8.806426 -0.136 -0.232 -0.176 0.0173
H 14.750616 6.660054 7.879989 0.015 0.413 0.141 0.0274
H 13.480878 7.863369 7.671271 0.274 0.141 0.045 0.0032
C 6.406210 15.977585 4.839992 -0.392 -0.656 -0.740 -0.0266
N 6.969383 16.444857 6.070682 1.265 0.675 1.930 -0.1125
C 6.364288 17.297887 7.015825 0.504 -0.620 -0.701 0.0257
C 7.281884 17.469538 7.994003 -0.802 0.567 0.545 -0.0467
N 8.403478 16.742575 7.691460 0.105 -0.166 -0.652 0.0800
C 8.227211 16.120316 6.502609 -1.638 0.544 -0.266 -0.7292
S 9.222548 15.107847 5.561095 1.242 -0.631 0.600 0.6829
H 5.417750 16.419687 4.725127 0.120 -0.060 -0.107 0.1124
H 6.321504 14.881027 4.877481 -0.077 0.353 -0.088 0.1062
H 7.052566 16.243611 3.996526 -0.236 0.054 0.157 0.1019
H 5.348813 17.672638 6.872296 0.562 -0.115 0.149 0.1523
H 7.217141 18.053734 8.897550 -0.026 -0.032 -0.066 0.1352
H 9.270412 16.758922 8.219717 -0.479 -0.116 -0.339 0.1174